Molecular formula: C21H47OP3PdS
Method: DFT, ωB97M-V with the def2-TZVPD basis set

```
74
Properties=species:S:1:pos:R:3:forces:R:3:lowdin_spin:R:1
Pd 0.048 0.229 -1.114 0.07 0.40 0.73 0.784
P 1.708 1.234 0.292 0.26 0.61 0.35 0.203
P -1.696 1.633 -0.453 -0.48 1.04 0.38 0.196
P 0.671 1.358 -2.998 0.49 1.00 -0.41 0.208
H -1.271 -1.968 0.051 0.04 0.04 -0.50 0.009
C -0.598 -1.943 -0.811 1.61 -0.50 0.38 0.094
C 0.777 -1.861 -0.573 -1.44 -0.75 -0.02 0.061
H 1.125 -1.880 0.465 -0.01 0.20 -0.51 0.002
C 1.733 0.593 1.997 -0.08 -0.21 0.05 0.041
C 1.675 3.042 0.563 -0.01 -0.06 -0.05 0.024
C 3.391 0.895 -0.303 -0.09 -0.18 -0.09 0.039
C -3.352 1.068 -0.925 0.03 -0.24 -0.15 0.052
C -1.765 1.740 1.368 0.19 -0.12 0.16 0.039
C -1.646 3.381 -0.980 0.12 -0.01 0.00 0.014
C 1.948 0.367 -3.828 -0.10 -0.11 -0.07 0.065
C 1.474 2.994 -2.924 -0.11 -0.05 -0.02 0.017
C -0.749 1.639 -4.095 -0.05 -0.02 -0.23 0.047
H -1.000 -2.236 -1.788 0.00 0.25 0.51 0.016
H 1.532 -2.047 -1.345 -0.30 0.01 0.21 0.011
H 1.712 -0.503 1.996 0.17 0.29 0.05 0.000
H 0.867 0.951 2.565 0.26 -0.03 -0.14 0.000
H 2.651 0.942 2.489 -0.22 -0.09 -0.09 0.009
H 0.793 3.343 1.139 0.21 -0.06 -0.13 0.000
H 1.704 3.605 -0.377 0.01 -0.17 0.30 0.000
H 2.570 3.292 1.149 -0.17 0.01 -0.11 0.007
H 3.507 -0.185 -0.461 0.11 0.25 0.01 0.001
H 4.088 1.224 0.479 -0.05 -0.07 -0.25 0.009
H 3.609 1.430 -1.237 -0.03 -0.16 0.30 0.000
H -4.102 1.828 -0.664 0.21 -0.13 -0.04 0.012
H -3.580 0.144 -0.384 -0.04 0.09 -0.15 0.000
H -3.398 0.873 -2.002 -0.08 0.05 0.21 0.001
H -2.445 2.531 1.710 0.06 -0.18 -0.19 0.008
H -0.768 1.942 1.778 -0.35 0.03 -0.13 0.001
H -2.111 0.777 1.763 -0.02 0.20 -0.12 0.000
H -2.519 3.885 -0.545 0.18 -0.08 -0.12 0.005
H -1.697 3.475 -2.071 -0.06 -0.04 0.28 0.000
H -0.739 3.886 -0.622 -0.25 -0.17 -0.07 0.000
H 1.991 0.673 -4.881 0.16 -0.14 0.14 0.012
H 1.723 -0.701 -3.754 0.18 0.25 -0.15 0.008
H 2.911 0.564 -3.341 -0.20 -0.05 -0.19 0.000
H 1.712 3.252 -3.965 0.02 0.10 0.21 0.006
H 2.407 2.972 -2.345 -0.26 -0.01 -0.25 0.000
H 0.800 3.756 -2.515 0.18 -0.18 -0.15 0.000
H -0.418 1.464 -5.127 -0.25 0.09 0.13 0.007
H -1.083 2.681 -4.001 0.16 -0.23 -0.10 0.001
H -1.595 0.991 -3.847 0.19 0.03 -0.17 0.005
C -0.696 -2.917 -5.907 0.46 0.34 0.53 0.227
C -1.720 -2.771 -6.871 -0.88 -0.33 -1.14 0.083
C -1.909 -3.769 -7.832 -0.51 1.51 0.58 0.046
C -1.047 -4.873 -7.883 -0.36 -0.35 -0.41 0.260
C 0.094 -4.888 -7.077 1.38 0.57 1.41 0.062
C 0.299 -3.888 -6.125 0.45 -1.64 -0.46 0.069
S -0.640 -1.876 -4.490 -0.51 -0.55 -0.78 0.221
H 0.042 -2.659 -3.613 0.09 -0.04 -0.71 0.011
H -2.344 -1.878 -6.851 -0.13 -0.37 0.01 0.001
H -2.722 -3.693 -8.558 0.23 0.06 0.35 -0.001
H -1.251 -5.697 -8.577 0.14 0.36 0.24 0.009
H 0.836 -5.684 -7.189 -0.24 0.30 0.01 0.000
H 1.205 -3.848 -5.521 -0.24 -0.31 -0.14 0.000
C -0.746 -1.000 5.391 1.00 -0.36 1.24 0.086
C -1.234 -0.954 3.952 -0.78 0.60 -0.88 0.086
O -0.347 -1.572 3.023 -0.50 -0.38 0.53 0.616
C -0.455 -2.980 2.821 -0.12 -0.89 1.03 0.075
C 0.920 -3.621 2.864 0.70 0.23 -0.16 0.040
H -0.725 -2.018 5.797 -0.05 0.14 -0.25 0.002
H -1.455 -0.425 5.995 -0.04 0.00 -0.26 0.006
H 0.249 -0.551 5.514 -0.31 -0.08 -0.18 0.000
H -1.286 0.096 3.630 0.13 -0.31 0.12 0.011
H -2.225 -1.432 3.904 0.31 -0.15 -0.10 0.019
H -1.100 -3.455 3.579 -0.15 0.53 -0.29 0.004
H -0.907 -3.110 1.824 0.01 0.15 0.03 0.047
H 1.434 -3.422 3.808 -0.17 0.14 -0.12 0.001
H 0.833 -4.707 2.793 -0.28 0.05 -0.15 0.005
H 1.531 -3.268 2.033 0.15 -0.14 0.13 0.001
```
Forces are in eV/Å.

Largest force on an atom: 2.05 eV Å⁻¹
LUMO (alpha / beta): -9.988 / -15.227 eV
HOMO (alpha / beta): -18.78 / -20.02 eV
Total charge: +4
Frontier orbital gap (alpha / beta): 8.8 / 4.8 eV
Energy above the lowest of the compared OMol25 structures with the same formula, charge and spin: 0.0 kcal/mol
Expectation value of S²: 6.03
Multiplicity: 5



Molecular formula: C21H47OP3SeTb
Method: DFT, ωB97M-V with the def2-TZVPD basis set

```
74
Properties=species:S:1:pos:R:3:forces:R:3:lowdin_spin:R:1
Tb -0.417 -0.815 0.527 0.29 2.76 -0.10 6.166
P 0.193 2.190 2.037 -0.01 0.51 1.02 -0.024
P -2.768 0.857 0.349 -1.88 0.44 -0.51 -0.019
P 2.376 0.193 0.068 1.09 -0.33 -0.61 -0.022
H -1.614 -2.904 -4.054 0.13 -0.01 0.85 0.000
C -0.840 -3.417 -3.461 -0.28 -0.26 -0.25 -0.002
C -0.628 -3.316 -2.138 0.21 -0.70 -0.48 -0.003
H -1.328 -2.795 -1.465 0.00 0.09 -0.33 -0.002
C 0.281 3.825 1.172 -0.09 0.00 -0.43 -0.005
C -1.136 2.495 3.308 0.12 0.28 -0.13 -0.002
C 1.722 2.250 3.089 -0.20 0.01 0.18 -0.003
C -3.296 -0.047 -1.175 0.06 0.03 0.30 -0.002
C -4.234 0.600 1.444 0.46 -0.42 0.32 0.000
C -3.227 2.577 -0.163 0.79 0.26 0.13 -0.004
C 2.853 -0.811 -1.418 -0.19 -0.14 0.26 0.000
C 3.595 -0.376 1.316 -0.29 -0.23 0.10 -0.001
C 3.223 1.756 -0.448 -0.67 0.29 0.16 -0.005
H -0.304 -4.102 -4.141 0.21 0.30 0.87 0.000
H 0.120 -3.958 -1.648 -0.32 0.32 -0.28 0.000
H 0.395 4.691 1.858 -0.05 -0.73 -0.16 -0.001
H -0.636 3.989 0.578 0.41 -0.08 0.20 0.000
H 1.143 3.823 0.480 -0.38 0.01 0.25 0.000
H -1.052 3.492 3.792 0.14 -0.57 -0.38 0.000
H -1.102 1.735 4.105 -0.07 0.28 -0.37 0.000
H -2.107 2.465 2.793 0.18 -0.07 0.31 0.000
H 1.759 3.138 3.758 -0.19 -0.41 -0.56 -0.001
H 2.622 2.255 2.458 -0.28 -0.06 0.30 0.000
H 1.720 1.365 3.746 0.19 0.24 -0.26 0.000
H -4.362 -0.258 -1.091 0.04 -0.12 -0.15 0.000
H -2.759 -0.998 -1.275 -0.12 -0.18 -0.22 -0.001
H -3.100 0.558 -2.063 0.02 -0.15 0.08 0.000
H -5.151 0.976 0.956 0.49 -0.23 0.19 0.000
H -4.069 1.141 2.389 -0.19 -0.24 -0.27 0.000
H -4.327 -0.475 1.653 -0.20 0.31 0.12 0.000
H -4.318 2.633 -0.319 0.51 -0.21 0.10 -0.001
H -2.719 2.857 -1.094 -0.07 -0.01 0.26 0.000
H -2.942 3.282 0.633 -0.20 -0.12 -0.31 0.000
H 3.947 -0.893 -1.388 -0.29 -0.14 -0.20 0.000
H 2.547 -0.326 -2.356 0.06 -0.10 0.31 0.000
H 2.402 -1.815 -1.381 0.25 0.14 -0.11 0.000
H 4.439 -0.836 0.795 -0.02 0.07 0.22 0.000
H 3.124 -1.110 1.977 0.29 0.04 0.02 0.000
H 3.950 0.467 1.916 -0.06 -0.21 -0.07 0.000
H 4.218 1.503 -0.828 -0.16 -0.13 0.13 -0.001
H 3.335 2.425 0.407 0.02 -0.02 -0.10 0.000
H 2.670 2.279 -1.234 0.12 -0.14 0.14 0.000
C 0.136 0.881 -3.647 0.02 0.25 -0.93 -0.002
C -0.313 -0.341 -4.154 0.61 0.13 0.50 0.000
C 0.096 -0.745 -5.419 -0.06 1.28 0.00 0.000
C 0.748 0.184 -6.257 -0.43 -0.47 0.82 0.000
C 1.096 1.457 -5.778 -0.11 -0.05 -0.41 0.000
C 0.822 1.802 -4.457 -0.19 -0.06 1.12 -0.001
Se -0.043 1.202 -1.712 -0.24 -0.39 -1.23 -0.012
H 0.112 -0.298 -1.630 0.18 0.41 -0.16 -0.009
H -0.870 -1.019 -3.523 0.05 0.16 -0.06 0.000
H -0.141 -1.750 -5.741 -0.04 0.10 -0.29 0.000
H 0.909 -0.162 -7.263 0.43 0.38 -0.28 0.000
H 1.580 2.215 -6.413 -0.25 -0.61 0.22 0.000
H 1.127 2.768 -4.024 -0.06 -0.51 -0.48 0.000
C -0.868 -1.248 4.350 -0.53 -0.25 0.17 0.000
C 0.454 -1.609 3.719 0.63 0.33 0.85 0.000
O 0.270 -1.829 2.283 -0.15 0.04 -0.59 -0.024
C 0.715 -3.080 1.692 0.25 -0.98 1.00 -0.012
C -0.054 -4.236 2.273 -0.22 -0.39 -0.14 -0.001
H -1.295 -0.308 3.963 0.23 -0.32 0.08 0.000
H -0.760 -1.153 5.445 0.09 0.07 -0.48 0.000
H -1.599 -2.061 4.189 0.27 0.33 0.05 0.000
H 1.222 -0.812 3.800 -0.48 -0.49 -0.01 0.000
H 0.857 -2.529 4.156 -0.04 0.21 -0.20 0.000
H 0.561 -3.076 0.593 -0.02 0.42 0.02 -0.006
H 1.783 -3.182 1.872 0.12 0.08 -0.19 0.000
H -1.132 -4.047 2.278 0.09 0.01 0.00 0.000
H 0.114 -5.122 1.660 0.06 -0.07 0.06 0.000
H 0.275 -4.470 3.284 -0.05 0.00 -0.01 0.000
```
Forces are in eV/Å.

Largest force on an atom: 2.78 eV Å⁻¹
LUMO (alpha / beta): -10.415 / -10.111 eV
HOMO (alpha / beta): -16.58 / -16.59 eV
Total charge: +3
Frontier orbital gap (alpha / beta): 6.2 / 6.5 eV
Expectation value of S²: 12.72
Multiplicity: 7



Molecular formula: C21H48B2BrCaLiN3O11PS
Method: DFT, ωB97M-V with the def2-TZVPD basis set

```
90
Properties=species:S:1:pos:R:3:forces:R:3:mulliken_charge:R:1
C -3.782 3.512 4.973 0.50 0.87 -0.62 -1.084
C -2.982 3.534 3.618 -0.49 -0.39 1.18 -0.809
P -4.195 3.049 2.140 0.16 -0.52 -0.80 0.294
C -5.461 2.543 0.743 -0.83 -0.26 0.19 -1.286
B -4.848 4.859 2.060 -0.45 0.09 -0.57 0.579
O -4.418 5.821 1.169 -0.66 -0.52 0.65 -0.368
O -5.858 5.172 2.999 1.31 0.10 0.21 -0.582
C -5.550 6.334 3.724 -0.46 0.44 0.37 -0.792
B -2.663 2.491 1.070 -0.03 0.18 -0.31 0.597
O -2.169 1.203 1.241 -0.38 1.06 0.33 -0.194
N -2.128 3.483 0.158 0.65 -1.17 -0.14 0.304
C -0.639 3.498 0.103 -0.08 0.27 -0.13 -0.823
C -2.749 3.423 -1.181 0.05 0.52 0.39 -0.971
H -3.612 2.576 5.516 -0.23 0.42 0.05 0.337
H -4.870 3.646 4.797 0.24 -0.26 0.06 0.355
H -3.414 4.360 5.603 0.05 -0.52 0.17 0.015
H -2.228 2.728 3.693 0.02 0.54 -0.08 0.450
H -2.478 4.502 3.438 -0.08 -0.38 0.05 0.351
H -4.802 2.081 2.997 0.14 0.23 0.09 -0.201
H -6.106 3.419 0.516 0.19 -0.42 -0.32 0.305
H -6.139 1.766 1.144 0.20 0.26 -0.20 0.435
H -5.009 2.131 -0.174 -0.16 0.33 0.15 0.221
H -4.813 5.673 0.295 0.50 0.22 -0.13 0.270
H -6.356 6.450 4.483 0.25 0.23 -0.32 0.435
H -4.552 6.247 4.246 -0.22 0.29 -1.12 0.114
H -5.485 7.243 3.110 -0.04 -0.27 0.25 0.332
H -2.665 0.817 1.977 0.30 -0.45 -0.19 0.186
H -0.267 3.049 1.041 0.15 0.31 -0.39 0.394
H -0.226 2.900 -0.747 -0.73 1.22 1.15 -0.071
H -0.319 4.551 0.019 0.04 -0.46 0.15 0.309
H -3.028 2.410 -1.502 0.01 0.40 -0.07 0.551
H -2.009 3.809 -1.925 -0.37 -1.50 1.48 0.104
H -3.615 4.118 -1.193 0.17 -0.48 -0.36 0.426
Li -4.831 5.767 5.769 -0.10 -0.60 0.70 0.819
O -0.056 -0.372 -0.142 1.14 1.56 -1.66 -0.387
H -0.925 -0.068 0.165 -0.02 0.45 -0.20 0.374
Ca -2.104 5.322 -3.181 -0.25 1.25 -1.20 -0.149
Br 0.554 1.034 -1.429 -0.50 -3.27 1.26 0.055
C 4.131 -2.270 3.750 -0.08 -0.07 0.13 -0.443
C 2.999 -2.583 4.376 0.15 0.01 -0.04 -0.449
C 1.687 -2.099 3.881 -0.08 -0.07 0.04 0.410
O 0.653 -2.378 4.454 0.03 0.06 0.02 -0.583
C 1.688 -1.259 2.663 -0.22 0.08 0.18 -0.331
C 2.815 -0.953 2.040 0.15 0.19 -0.05 -0.086
C 4.127 -1.429 2.528 0.05 -0.10 -0.03 0.242
O 5.158 -1.147 1.953 0.00 0.01 0.00 -0.586
H 5.098 -2.613 4.096 0.01 0.00 -0.04 0.438
H 2.981 -3.197 5.268 -0.04 -0.01 -0.02 0.422
H 0.728 -0.907 2.308 -0.01 -0.08 -0.03 0.477
H 2.823 -0.343 1.152 0.05 0.08 -0.20 0.467
C -6.578 2.244 -3.792 -0.04 0.14 -0.02 -0.882
S -4.983 1.414 -3.863 -0.13 -0.18 -0.11 0.552
O -3.933 2.455 -3.642 -0.01 0.26 -0.04 -0.598
C -5.023 1.064 -5.624 0.06 0.05 -0.10 -1.046
H -6.739 2.586 -2.770 0.07 -0.05 0.01 0.205
H -6.581 3.099 -4.468 0.07 -0.02 -0.01 0.321
H -7.364 1.541 -4.067 0.05 -0.04 0.02 0.396
H -5.124 1.994 -6.184 0.01 0.04 0.08 0.325
H -5.859 0.398 -5.841 0.02 -0.02 0.07 0.392
H -4.090 0.575 -5.896 0.00 -0.01 0.10 0.355
C 1.874 -3.450 -0.059 -0.17 -0.07 -0.05 -0.761
C 3.140 -4.245 -0.324 -0.02 -0.01 -0.10 -0.351
O 3.088 -5.568 0.165 0.19 0.02 0.34 -0.495
C 2.039 -6.375 -0.372 -0.12 -0.16 -0.28 -0.285
C 2.084 -6.534 -1.878 0.45 -0.02 0.20 -1.011
H 1.657 -3.419 1.011 0.03 -0.03 -0.01 0.188
H 1.981 -2.427 -0.425 -0.01 0.00 0.02 0.255
H 1.010 -3.892 -0.555 0.05 0.06 -0.12 0.401
H 3.982 -3.764 0.185 0.04 -0.13 0.08 0.089
H 3.381 -4.241 -1.392 -0.08 0.03 -0.03 0.356
H 1.066 -5.983 -0.056 0.00 0.03 -0.05 0.249
H 2.144 -7.356 0.097 0.15 0.11 0.13 0.379
H 1.971 -5.582 -2.393 -0.28 -0.11 -0.10 0.223
H 1.278 -7.184 -2.216 -0.10 0.23 -0.19 0.398
H 3.040 -6.966 -2.189 0.03 -0.02 0.11 0.303
O -0.439 -6.360 -3.558 -0.07 0.08 -0.02 -1.002
H -0.865 -6.716 -2.771 -0.14 -0.03 0.03 0.150
C 6.810 -1.914 -1.061 -0.07 -0.21 -0.24 -0.431
C 6.747 -2.813 -2.222 0.05 0.71 0.93 0.343
N 6.697 -3.510 -3.124 0.09 -0.50 -0.68 -0.441
H 5.904 -2.012 -0.466 0.03 0.01 0.01 -0.010
H 7.670 -2.169 -0.444 -0.02 0.00 0.00 0.264
H 6.907 -0.884 -1.398 0.00 -0.02 0.00 0.292
C 10.229 -4.213 -4.408 -0.13 -0.20 -0.05 -0.463
N 11.339 -3.699 -3.561 -0.02 -0.11 -0.06 0.859
O 12.138 -4.504 -3.129 0.01 0.12 0.03 -0.525
O 11.366 -2.501 -3.359 0.04 -0.05 0.03 -0.522
H 10.331 -5.288 -4.500 0.08 0.04 0.07 0.293
H 9.294 -3.955 -3.916 -0.02 0.10 -0.09 0.093
H 10.308 -3.732 -5.378 -0.06 0.11 0.08 0.266
```
Forces are in eV/Å.

Largest force on an atom: 3.54 eV Å⁻¹
LUMO: -3.043 eV
HOMO: -3.90 eV
Frontier orbital gap: 0.9 eV